a) The following is a DFT calculation (the ωB97M-V functional and the def2-TZVPD basis) of C6H7ClO in the gas phase.

Last column: natural (NBO) charge in e.
Atoms and positions in Å:
O -2.49290 -1.07022 -0.23635  -0.700
C -1.34242 -0.77283 0.49888  0.048
C -0.12587 -1.14497 -0.21398  -0.257
C 0.78228 -0.13308 -0.28603  0.046
Cl 2.59149 -0.21379 0.01829  -0.030
C 0.19059 1.09566 0.19039  -0.315
C -1.10170 1.61381 -0.60230  -0.443
C -1.21089 0.76064 0.73359  -0.230
H -2.56795 -0.30676 -1.01859  0.464
H -1.52155 -1.32822 1.41874  0.215
H 0.25120 -2.09367 -0.71112  0.239
H 0.98689 2.01869 0.32945  0.258
H -1.45587 1.26124 -1.66753  0.226
H -1.32143 2.75784 -0.27372  0.232
H -1.63531 1.37169 1.57924  0.248

## Properties
HOMO = -8.875 eV
Frontier orbital gap = 0.3356 Eh
LUMO level = 0.257 eV
SMILES = O[C@H]1C=C(Cl)[C@H]2C[C@H]21



b) The following is a DFT calculation (the ωB97M-V functional and the def2-TZVPD basis) of a molecular structure, C6H7ClO.

Last column: natural (NBO) charge in e.
Atoms and positions in Å:
C 1.12498 0.06125 -0.64472  -0.188
C -0.36767 0.36169 -0.92489  -0.265
C -0.66410 -1.05866 -0.38304  -0.381
C 0.54203 -0.72189 0.54899  -0.262
C -0.11280 0.41449 1.37406  0.046
C -0.75061 1.18949 0.30295  0.041
H 1.79606 0.89992 -0.42527  0.244
H -0.68383 0.69150 -1.90452  0.227
H -0.46412 -1.89414 -1.08115  0.227
H -1.61573 -1.20744 0.09510  0.203
H 1.12825 -1.47351 1.08203  0.227
H -0.51968 0.23655 2.35866  0.205
H -1.67918 1.70843 0.40112  0.206
O 0.33715 1.72981 1.06606  -0.483
Cl 1.92924 -0.93746 -1.86538  -0.048

## Properties
HOMO = -10.041 eV
Frontier orbital gap = 0.4066 Eh
LUMO level = 1.023 eV



Most stable of them? b).



a) The following is a DFT calculation (the ωB97M-V functional and the def2-TZVPD basis) of a molecular structure, C3H5FO2.

Last column: natural (NBO) charge in e.
Atoms and positions in Å:
C 1.17190 -0.18866 -1.12822  0.362
C -0.85503 -0.72921 0.61848  -0.698
C -0.24766 0.49147 0.13255  0.578
O 1.06320 -0.35299 -2.27341  -0.495
O 0.28083 1.29125 1.07910  -0.680
F -1.02619 1.18808 -0.75148  -0.362
H 2.06390 -0.55524 -0.47997  0.093
H -0.02528 -1.50988 0.39092  0.227
H -1.73116 -1.09152 0.09528  0.252
H -1.05623 -0.63861 1.70473  0.236
H 0.36172 2.09530 0.61201  0.487

## Properties
HOMO = -8.528 eV
Frontier orbital gap = 0.3414 Eh
LUMO level = 0.761 eV



b) The following is a DFT calculation (the ωB97M-V functional and the def2-TZVPD basis) of C3H5FO2 in the gas phase.

Last column: natural (NBO) charge in e.
Atoms and positions in Å:
C 1.65319 0.36542 0.21546  -0.255
O 0.45288 1.09448 0.23188  -0.543
C -0.85194 0.19038 0.31457  0.795
F -1.72582 0.92026 1.09584  -0.332
C -1.32263 -0.67896 -0.69401  -0.172
O -0.78079 -1.07989 0.54159  -0.452
H 2.34304 1.08819 0.65318  0.196
H 1.89262 0.21880 -0.77512  0.162
H 1.48945 -0.55232 0.77698  0.185
H -2.46684 -0.79290 -0.72240  0.209
H -0.68317 -0.77345 -1.63798  0.206

## Properties
HOMO = -10.279 eV
Frontier orbital gap = 0.4121 Eh
LUMO level = 0.935 eV
SMILES = CO[C@@]1(F)CO1



Most stable of them? a).



a) The following is a DFT calculation (the ωB97M-V functional and the def2-TZVPD basis) of 2 unconnected molecules or ions with the total composition CH2N2O.

Last column: natural (NBO) charge in e.
Atoms and positions in Å:
C 0.64315 0.33685 0.18795  0.475
N -0.52214 0.92192 0.38531  -0.401
N -1.03394 -0.35172 0.22626  -0.128
O 0.26692 -0.88583 0.06900  -0.343
H 2.42293 0.63109 -1.75054  0.019
H -1.77692 -0.65230 0.88202  0.378

## Properties
HOMO (alpha / beta) = -10.144 / -9.850 eV
Frontier orbital gap (alpha / beta) = 0.3677 / 0.2888 Eh
LUMO level (alpha / beta) = -0.139 / -1.992 eV



b) The following is a DFT calculation (the ωB97M-V functional and the def2-TZVPD basis) of CH2N2O in the gas phase.

Last column: natural (NBO) charge in e.
Atoms and positions in Å:
N -0.98045 -1.51013 -1.48754  -0.354
C -0.27823 -0.85377 -0.88105  0.492
O 0.67034 0.11620 -0.50209  -0.348
N 0.16276 0.87138 0.57756  -0.514
H -0.58116 0.28253 1.07177  0.357
H 1.00673 1.09378 1.22135  0.366

## Properties
HOMO = -10.186 eV
Frontier orbital gap = 0.3852 Eh
LUMO level = 0.296 eV
SMILES = N#CON



c) The following is a DFT calculation (the ωB97M-V functional and the def2-TZVPD basis) of 2 unconnected molecules or ions with the total composition CH2N2O.

Last column: natural (NBO) charge in e.
Atoms and positions in Å:
C 0.08446 0.87761 0.13829  0.725
N -0.42930 -0.06114 0.93038  -0.197
N 0.90577 -0.20271 0.50641  -0.412
O 0.08311 1.86663 -0.49146  -0.506
H -1.85881 -1.44476 -1.10497  0.000
H 1.21476 -1.03564 0.02134  0.390

## Properties
HOMO (alpha / beta) = -10.128 / -10.620 eV
Frontier orbital gap (alpha / beta) = 0.3805 / 0.3375 Eh
LUMO level (alpha / beta) = 0.225 / -1.437 eV



Most stable of them? b).



a) The following is a DFT calculation (the ωB97M-V functional and the def2-TZVPD basis) of 5 unconnected molecules or ions with the total composition C4H16O4.

Last column: natural (NBO) charge in e.
Atoms and positions in Å:
C 1.06971 -3.19041 -0.21836  -0.406
C 0.00877 -2.44060 0.06708  -0.161
C -1.08668 -2.25397 -0.99351  -0.447
C -1.99532 -1.03850 -0.68517  -0.613
H 1.85251 -3.12967 0.53070  0.194
H 1.37328 -3.49201 -1.20615  0.197
H -0.26100 -2.18884 1.09888  0.194
H -0.68013 -2.06527 -1.97941  0.208
H -1.64619 -3.18624 -0.94334  0.215
H -2.90376 -1.07890 -1.28200  0.215
H -2.39801 -1.12422 0.34014  0.194
H -1.45961 -0.07008 -0.61447  0.207
O 2.69348 5.13846 1.83439  -0.944
H 2.41735 5.20505 0.92295  0.472
H 3.25849 4.35862 1.91980  0.472
O -1.79374 1.69836 -6.86298  -0.918
H -1.35243 1.04401 -6.29989  0.459
H -2.51786 1.81731 -6.21656  0.459
O 1.76879 0.18827 6.83301  -0.939
H 1.17831 0.13763 6.06646  0.469
H 2.40641 -0.52611 6.74123  0.470
O 0.40361 2.12860 0.15071  -0.925
H -0.46336 2.46527 -0.10719  0.463
H 0.12737 1.60323 0.90366  0.463

## Properties
HOMO = -9.850 eV
Frontier orbital gap = 0.3722 Eh
LUMO level = 0.279 eV
SMILES = C=CCC.O.O.O.O



b) The following is a DFT calculation (the ωB97M-V functional and the def2-TZVPD basis) of 4 unconnected molecules or ions with the total composition C4H16O4.

Last column: natural (NBO) charge in e.
Atoms and positions in Å:
C 0.21703 2.77829 -2.27418  -0.248
O 1.47106 3.39349 -2.48805  -0.719
H -0.60001 3.29949 -2.78014  0.162
H 0.22427 1.72618 -2.57658  0.156
H 0.03529 2.80069 -1.19928  0.186
H 1.71436 3.29105 -3.41150  0.463
C 2.63512 1.42544 1.09857  -0.243
O 2.04446 0.42608 1.90331  -0.754
H 2.75619 2.34226 1.67783  0.166
H 3.62244 1.09957 0.75333  0.160
H 2.03996 1.64993 0.20804  0.159
H 1.22903 0.12091 1.48885  0.496
C -2.51134 -3.27138 2.12939  -0.251
O -2.72805 -2.78401 0.81805  -0.735
H -1.78131 -2.62459 2.61535  0.181
H -3.42277 -3.26330 2.73522  0.168
H -2.09955 -4.28663 2.13773  0.168
H -3.26392 -3.42327 0.34213  0.473
C -0.14625 -0.72259 -0.87604  -0.244
O -0.25721 -0.54856 0.53216  -0.752
H 0.04942 -1.76436 -1.13602  0.172
H -1.03871 -0.35646 -1.38506  0.168
H 0.71939 -0.13664 -1.18044  0.181
H -0.90890 -1.17160 0.86735  0.489

## Properties
HOMO = -9.491 eV
Frontier orbital gap = 0.3695 Eh
LUMO level = 0.564 eV
SMILES = CO.CO.CO.CO



Most stable of them? a).



a) The following is a DFT calculation (the ωB97M-V functional and the def2-TZVPD basis) of 2 unconnected molecules or ions with the total composition C5H15N2.

Last column: natural (NBO) charge in e.
Atoms and positions in Å:
C -0.98158 -1.15950 -1.63476  0.139
C -1.02319 0.32971 -1.24933  -0.542
C 0.22623 0.82132 -0.41032  -0.360
C 0.37991 0.01866 0.86348  -0.414
C -0.42382 0.51236 2.05490  -0.303
N -0.03723 1.84960 2.52510  -0.217
N 1.67814 -1.65579 -1.46424  -1.027
H -0.83314 -1.18311 -2.75519  0.275
H -1.90733 -1.65776 -1.36633  0.268
H -1.95748 0.66866 -0.67659  0.280
H -0.98737 0.99222 -2.09097  0.310
H 1.13375 0.74473 -1.08294  0.277
H 0.03226 1.84198 -0.14955  0.229
H 1.42113 -0.23821 1.15046  0.278
H -0.13598 -0.92788 0.54116  0.218
H -1.45509 0.58165 1.78425  0.237
H -0.32648 -0.26138 2.87322  0.333
H 0.88732 1.96360 2.89734  0.421
H -0.74923 2.41789 3.00467  0.437
H 2.63261 -1.68461 -1.87037  0.445
H 1.66320 -2.61014 -1.07762  0.398
H 0.76339 -1.36400 -1.86638  0.320

## Properties
HOMO (alpha / beta) = -17.622 / -17.618 eV
Spin multiplicity = 2
Charge = +2
Frontier orbital gap (alpha / beta) = 0.2051 / 0.2025 Eh
LUMO level (alpha / beta) = -12.040 / -12.106 eV



b) The following is a DFT calculation (the ωB97M-V functional and the def2-TZVPD basis) of a gas-phase ion, C5H15N2 (charge +2).

Last column: natural (NBO) charge in e.
Atoms and positions in Å:
C -0.39035 1.19276 0.24374  -0.322
N 0.41101 0.29646 -0.62668  -0.163
C 1.93222 0.49296 -0.57339  -0.293
C 2.46719 -0.48591 -1.61656  -0.677
C -0.66306 0.39165 1.58995  -0.247
N -1.42908 -0.86907 1.21589  -0.512
C -2.52519 -0.71445 0.19048  -0.454
H 0.23962 1.92457 0.72993  0.294
H -0.98087 1.78992 -0.41529  0.281
H 0.22182 0.64007 -1.63038  0.444
H 2.23641 1.57634 -0.77463  0.328
H 2.41982 0.24643 0.49425  0.277
H 2.24140 -1.51614 -1.38557  0.247
H 3.55519 -0.22331 -1.65723  0.281
H 2.20330 -0.28836 -2.72955  0.259
H -1.43652 0.73244 2.32383  0.284
H 0.36111 0.19189 2.20615  0.291
H -1.78079 -1.41710 2.03492  0.475
H -0.70321 -1.43761 0.74294  0.431
H -2.74795 -1.72702 -0.08239  0.261
H -2.15120 -0.34901 -0.80226  0.236
H -3.48085 -0.44749 0.52185  0.278

## Properties
HOMO (alpha / beta) = -19.999 / -19.939 eV
Spin multiplicity = 2
Charge = +2
Frontier orbital gap (alpha / beta) = 0.4720 / 0.2549 Eh
LUMO level (alpha / beta) = -7.155 / -13.002 eV



Most stable of them? b).



a) The following is a DFT calculation (the ωB97M-V functional and the def2-TZVPD basis) of a molecular structure, C3H8NOS.

Last column: natural (NBO) charge in e.
Atoms and positions in Å:
C -0.37808 -1.20654 -1.26851  -0.510
C -1.25474 -0.22524 -2.07532  -0.542
C -0.04887 -0.16615 -0.27609  0.267
N 0.76839 -0.05031 0.74925  -0.684
O 1.08792 1.64308 2.85902  -0.968
S -1.17537 1.02512 -0.85920  0.493
H -1.11327 -2.01459 -1.02050  0.296
H 0.41543 -1.81648 -1.57357  0.274
H -1.01021 0.21415 -3.12627  0.271
H -2.21810 -0.71592 -2.20291  0.245
H 1.89262 1.10765 2.74948  0.475
H 1.04613 -0.87107 1.14576  0.408
H 0.59253 0.69320 1.42727  0.456
H 1.39564 2.38309 3.47157  0.519

## Properties
HOMO = -14.540 eV
Charge = +1
Frontier orbital gap = 0.3646 Eh
LUMO level = -4.618 eV



b) The following is a DFT calculation (the ωB97M-V functional and the def2-TZVPD basis) of 2 unconnected molecules or ions with the total composition C3H8NOS.

Last column: natural (NBO) charge in e.
Atoms and positions in Å:
C -0.64483 0.02496 -0.59434  0.210
C -1.78167 -2.03242 0.90340  -0.358
C 0.89555 2.07904 -0.53469  -0.447
N 0.73970 0.57136 -0.23649  -0.581
O -1.19837 0.17848 -1.86517  -0.524
S -2.14619 0.89214 -0.52851  0.484
H -2.13483 -1.41612 1.72130  0.178
H -0.79182 -2.29927 0.94022  0.170
H -2.42443 -2.25093 0.10665  0.193
H 0.26824 2.44570 -1.31082  0.255
H 0.76733 2.69654 0.39105  0.246
H 2.02696 2.23986 -0.78420  0.246
H 0.69276 0.54730 0.81400  0.465
H 1.51760 0.12063 -0.69112  0.462

## Properties
HOMO (alpha / beta) = -12.657 / -13.592 eV
Charge = +1
Frontier orbital gap (alpha / beta) = 0.2541 / 0.3280 Eh
LUMO level (alpha / beta) = -5.742 / -4.667 eV



Most stable of them? a).